1.
DFT (wB97M-V/def2-TZVPD) results for a structure of composition C31H33Cl2N9SY.

Computed properties:
HOMO energy ... -9.41 eV
Energy ... -83016.2109 eV
Gap between HOMO and LUMO ... 6.3 eV
ΔE to the lowest compared entry with this formula, charge and spin ... 0.000 eV

ORCA input file:
```
! RIJCOSX wB97M-V def2-TZVPD def2/J DEFGRID3
* xyz 1 1
Y 0.274 -0.136 0.214
C 2.480 5.538 1.935
C 3.515 4.426 2.031
N 2.929 3.150 2.421
C 2.297 2.320 1.583
S 1.677 0.854 2.301
N 2.210 2.718 0.324
N 1.605 1.841 -0.506
C 1.460 2.224 -1.733
C 1.911 3.574 -2.192
C 0.935 1.222 -2.687
C 0.746 1.512 -4.036
C 0.369 0.500 -4.904
C 0.180 -0.785 -4.419
C 0.341 -0.990 -3.062
N 0.693 -0.019 -2.218
H 2.963 6.484 1.686
H 1.955 5.661 2.882
H 1.749 5.307 1.161
H 4.273 4.670 2.775
H 4.017 4.291 1.074
H 2.998 2.848 3.378
H 1.725 4.299 -1.403
H 1.415 3.900 -3.101
H 2.990 3.569 -2.366
H 0.913 2.507 -4.416
H 0.236 0.713 -5.956
H -0.091 -1.605 -5.067
H 0.182 -1.968 -2.620
C -4.350 0.946 4.788
C -3.372 0.186 3.936
C -2.193 -0.339 4.472
C -1.279 -0.994 3.676
C -1.491 -1.191 2.303
N -0.521 -1.815 1.497
C -0.182 -3.119 1.807
C -1.069 -3.947 2.520
C -0.818 -5.276 2.774
C 0.338 -5.888 2.298
C 0.596 -7.357 2.491
C 1.223 -5.094 1.595
C 1.008 -3.733 1.374
N 2.058 -3.024 0.701
C 3.331 -3.450 0.559
C 4.010 -2.547 -0.227
C 3.072 -1.562 -0.508
N 1.895 -1.852 0.053
C -2.676 -0.665 1.779
C -3.588 0.020 2.581
N -3.000 -0.806 0.397
C -4.210 -1.074 -0.130
C -4.092 -1.008 -1.499
C -2.753 -0.677 -1.721
N -2.092 -0.573 -0.571
H -4.182 0.749 5.846
H -5.378 0.674 4.552
H -4.248 2.022 4.633
H -1.987 -0.213 5.528
H -0.362 -1.382 4.101
H -1.996 -3.513 2.871
H -1.545 -5.856 3.330
H 0.081 -7.730 3.376
H 1.660 -7.564 2.611
H 0.241 -7.935 1.636
H 2.107 -5.569 1.191
H 3.685 -4.346 1.033
H 5.042 -2.591 -0.523
H 3.181 -0.644 -1.066
H -4.480 0.436 2.124
H -5.048 -1.311 0.503
H -4.861 -1.184 -2.230
H -2.241 -0.521 -2.656
Cl -1.155 2.375 1.446
C -2.357 3.158 0.396
Cl -2.026 2.857 -1.312
H -2.305 4.225 0.574
H -3.333 2.756 0.639
*
```

Mulliken population analysis, charges in e, atoms 1 to 4:
1. Y 0.16
2. C -0.99
3. C -0.42
4. N -0.17

=====

2.
DFT (wB97M-V/def2-TZVPD) results for a structure of composition C31H33ClN7O2S2SiZr.

Computed properties:
HOMO energy ... -10.06 eV
Energy ... -90561.8082 eV
Gap between HOMO and LUMO ... 7.8 eV
ΔE to the lowest compared entry with this formula, charge and spin ... 0.000 eV

ORCA input file:
```
! RIJCOSX wB97M-V def2-TZVPD def2/J DEFGRID3
* xyz 1 1
Zr 0.382 0.082 -0.939
C 2.433 -1.997 2.540
Si 2.915 -1.315 0.850
C 2.565 -2.571 -0.506
C 4.791 -1.119 0.813
N 1.986 0.167 0.520
C 1.821 1.032 1.613
C 2.811 1.260 2.577
C 2.604 2.096 3.662
C 1.393 2.743 3.822
C 0.383 2.544 2.891
C 0.609 1.698 1.823
O -0.384 1.423 0.856
C -1.587 2.143 1.001
C -2.533 1.657 1.887
C -3.728 2.343 2.030
C -3.954 3.508 1.307
C -2.975 3.999 0.458
C -1.770 3.322 0.306
H 3.277 -1.960 3.232
H 2.135 -3.044 2.453
H 1.615 -1.442 2.999
H 3.016 -3.506 -0.159
H 3.053 -2.316 -1.449
H 1.516 -2.786 -0.705
H 5.205 -2.085 1.119
H 5.197 -0.376 1.498
H 5.175 -0.907 -0.184
H 3.771 0.778 2.464
H 3.401 2.242 4.379
H 1.224 3.403 4.661
H -0.565 3.047 3.007
H -2.317 0.766 2.461
H -4.477 1.977 2.721
H -4.886 4.044 1.425
H -3.138 4.921 -0.083
H -0.981 3.716 -0.319
N 3.894 1.230 -1.393
C 3.338 0.726 -2.490
N 2.187 0.061 -2.501
C 1.889 -0.359 -3.791
C 2.768 -0.004 -4.748
S 4.075 0.884 -4.048
C 0.714 -1.206 -3.909
C 0.249 -1.857 -4.993
S -1.044 -2.908 -4.539
C -0.853 -2.414 -2.895
N 0.062 -1.478 -2.711
N -1.594 -2.940 -1.909
H 3.348 1.155 -0.532
H 4.689 1.840 -1.449
H 2.742 -0.234 -5.799
H 0.611 -1.814 -6.005
H -2.123 -3.778 -2.078
H -1.277 -2.749 -0.965
O -0.371 -1.464 0.231
C -1.382 -1.698 1.061
C -1.170 -2.389 2.260
C -2.223 -2.646 3.115
C -3.516 -2.238 2.799
C -3.742 -1.572 1.613
C -2.690 -1.298 0.733
C -2.915 -0.593 -0.517
N -2.005 0.030 -1.256
C -2.671 0.491 -2.378
C -3.981 0.163 -2.302
N -4.123 -0.514 -1.115
H -0.167 -2.709 2.499
H -2.037 -3.171 4.043
H -4.335 -2.435 3.476
H -4.744 -1.226 1.385
H -2.165 1.020 -3.165
H -4.810 0.347 -2.960
H -4.967 -0.937 -0.771
Cl 1.269 2.822 -1.418
C -0.089 1.932 -2.240
H 0.157 1.916 -3.302
H -0.982 2.524 -2.065
*
```

Mulliken population analysis, charges in e, atoms 1 to 4:
1. Zr -1.40
2. C -1.37
3. Si 1.14
4. C -0.99

=====

3.
DFT (wB97M-V/def2-TZVPD) results for a structure of composition C31H33CoF3N2O4P2 in a non-equilibrium geometry.

Computed properties:
HOMO energy (alpha / beta) ... -16.36 / -16.36 eV
Energy ... -108183.5057 eV
Gap between HOMO and LUMO (alpha / beta) ... 5.0 / 4.7 eV
ΔE to the lowest compared entry with this formula, charge and spin ... 4.253 eV

ORCA input file:
```
! RIJCOSX wB97M-V def2-TZVPD def2/J DEFGRID3
* xyz 3 5
Co -2.268 -1.379 -0.672
O -0.519 -1.341 -1.288
P 0.702 -0.811 -0.567
C 0.466 1.064 -0.936
P -1.169 1.734 -0.373
O -2.196 0.636 -0.494
C -1.718 3.129 -1.423
C -1.909 4.396 -0.881
C -2.403 5.414 -1.687
C -2.726 5.149 -3.009
C -2.533 3.883 -3.545
C -2.044 2.856 -2.747
C -1.084 2.350 1.326
C -0.092 3.248 1.721
C -0.082 3.721 3.022
C -1.083 3.334 3.906
C -2.088 2.465 3.502
C -2.092 1.968 2.209
C 2.215 -0.960 -1.604
C 1.956 -1.198 -2.953
C 2.996 -1.198 -3.867
C 4.287 -0.910 -3.449
C 4.549 -0.708 -2.102
C 3.517 -0.739 -1.174
C 1.672 -0.512 2.193
C 2.470 0.682 1.819
C 3.830 0.704 1.901
C 4.552 -0.440 2.281
C 3.871 -1.633 2.564
C 2.513 -1.700 2.487
H 0.445 1.107 -2.031
H 1.296 1.689 -0.609
H -1.696 4.598 0.158
H -2.547 6.399 -1.267
H -3.138 5.938 -3.623
H -2.759 3.688 -4.583
H -1.924 1.859 -3.149
H 0.652 3.585 1.011
H 0.692 4.401 3.344
H -1.086 3.727 4.911
H -2.877 2.188 4.183
H -2.869 1.299 1.865
H 0.946 -1.393 -3.282
H 2.792 -1.405 -4.906
H 5.084 -0.833 -4.172
H 5.556 -0.508 -1.771
H 3.744 -0.599 -0.132
H 1.930 1.578 1.555
H 4.375 1.598 1.640
H 5.628 -0.402 2.347
H 4.436 -2.513 2.830
H 2.022 -2.618 2.770
F -4.158 -4.386 -0.666
C -4.344 -3.497 -1.637
F -4.955 -4.022 -2.649
F -3.051 -3.153 -2.032
C -4.983 -2.136 -1.001
O -6.135 -1.912 -1.121
O -4.029 -1.541 -0.396
N 1.178 -3.012 -0.113
C 0.403 -0.705 1.312
C -0.547 -1.752 1.943
N -1.465 -2.496 1.056
C -1.002 -3.867 0.745
C 0.058 -3.937 -0.347
H 1.617 -3.219 0.784
H 1.886 -3.229 -0.813
H -0.123 0.258 1.354
H 1.252 -0.245 3.189
H -1.156 -1.200 2.665
H 0.031 -2.483 2.516
H -2.333 -2.621 1.583
H -1.859 -4.465 0.426
H -0.613 -4.328 1.663
H -0.376 -3.671 -1.313
H 0.414 -4.971 -0.399
*
```

Mulliken population analysis, charges in e, atoms 1 to 4:
1. Co 1.38
2. O -0.59
3. P 2.17
4. C -1.45

=====

Repeat the first record exactly.
DFT (wB97M-V/def2-TZVPD) results for a structure of composition C31H33Cl2N9SY.

Computed properties:
HOMO energy ... -9.41 eV
Energy ... -83016.2109 eV
Gap between HOMO and LUMO ... 6.3 eV
ΔE to the lowest compared entry with this formula, charge and spin ... 0.000 eV

ORCA input file:
```
! RIJCOSX wB97M-V def2-TZVPD def2/J DEFGRID3
* xyz 1 1
Y 0.274 -0.136 0.214
C 2.480 5.538 1.935
C 3.515 4.426 2.031
N 2.929 3.150 2.421
C 2.297 2.320 1.583
S 1.677 0.854 2.301
N 2.210 2.718 0.324
N 1.605 1.841 -0.506
C 1.460 2.224 -1.733
C 1.911 3.574 -2.192
C 0.935 1.222 -2.687
C 0.746 1.512 -4.036
C 0.369 0.500 -4.904
C 0.180 -0.785 -4.419
C 0.341 -0.990 -3.062
N 0.693 -0.019 -2.218
H 2.963 6.484 1.686
H 1.955 5.661 2.882
H 1.749 5.307 1.161
H 4.273 4.670 2.775
H 4.017 4.291 1.074
H 2.998 2.848 3.378
H 1.725 4.299 -1.403
H 1.415 3.900 -3.101
H 2.990 3.569 -2.366
H 0.913 2.507 -4.416
H 0.236 0.713 -5.956
H -0.091 -1.605 -5.067
H 0.182 -1.968 -2.620
C -4.350 0.946 4.788
C -3.372 0.186 3.936
C -2.193 -0.339 4.472
C -1.279 -0.994 3.676
C -1.491 -1.191 2.303
N -0.521 -1.815 1.497
C -0.182 -3.119 1.807
C -1.069 -3.947 2.520
C -0.818 -5.276 2.774
C 0.338 -5.888 2.298
C 0.596 -7.357 2.491
C 1.223 -5.094 1.595
C 1.008 -3.733 1.374
N 2.058 -3.024 0.701
C 3.331 -3.450 0.559
C 4.010 -2.547 -0.227
C 3.072 -1.562 -0.508
N 1.895 -1.852 0.053
C -2.676 -0.665 1.779
C -3.588 0.020 2.581
N -3.000 -0.806 0.397
C -4.210 -1.074 -0.130
C -4.092 -1.008 -1.499
C -2.753 -0.677 -1.721
N -2.092 -0.573 -0.571
H -4.182 0.749 5.846
H -5.378 0.674 4.552
H -4.248 2.022 4.633
H -1.987 -0.213 5.528
H -0.362 -1.382 4.101
H -1.996 -3.513 2.871
H -1.545 -5.856 3.330
H 0.081 -7.730 3.376
H 1.660 -7.564 2.611
H 0.241 -7.935 1.636
H 2.107 -5.569 1.191
H 3.685 -4.346 1.033
H 5.042 -2.591 -0.523
H 3.181 -0.644 -1.066
H -4.480 0.436 2.124
H -5.048 -1.311 0.503
H -4.861 -1.184 -2.230
H -2.241 -0.521 -2.656
Cl -1.155 2.375 1.446
C -2.357 3.158 0.396
Cl -2.026 2.857 -1.312
H -2.305 4.225 0.574
H -3.333 2.756 0.639
*
```

Mulliken population analysis, charges in e, atoms 1 to 4:
1. Y 0.16
2. C -0.99
3. C -0.42
4. N -0.17